Entry from the OMol25 dataset: a molecular structure, C3H2CuFLiO3 in a non-equilibrium geometry (ωB97M-V with the def2-TZVPD basis set).

CARTESIAN COORDINATES (ANGSTROEM)
O: -0.5750 -1.6354 -1.2884
C: 0.3200 -1.1939 -0.6084
C: -1.0257 1.9884 0.4690
O: 1.4194 -1.7046 -0.2338
O: 0.1878 0.0405 0.0476
C: -0.9027 0.8287 -0.1648
Li: 2.0385 -3.4598 -0.2815
F: -0.1103 2.3866 1.3685
H: -1.8266 2.7007 0.2874
H: -1.6730 0.4405 -0.8282
Cu: 2.1477 -0.3915 1.2327

Values from the calculation:
frontier orbital gap (alpha / beta)	4.120 / 7.425	eV
HOMO level (alpha / beta)	-5.20 / -8.43	eV
net charge	0
spin multiplicity	2
E_tot	-2089.06950	a.u.
energy above the lowest of the compared OMol25 structures with the same formula, charge and spin	14.6	kJ/mol

Here are the Mulliken charges for atoms 1 to 5, given in e: atom 1 (O): -0.594, atom 2 (C): 0.834, atom 3 (C): -0.164, atom 4 (O): -0.900, atom 5 (O): 0.002

Entry from the OMol25 dataset: a molecular structure, C20H32ClN3NdO6PS in a non-equilibrium geometry (ωB97M-V with the def2-TZVPD basis set).

CARTESIAN COORDINATES (ANGSTROEM)
Nd: 0.4959 0.2101 -0.2021
C: 1.6153 -2.5879 1.5767
C: 2.4968 -1.5404 2.2446
N: 2.0955 -0.1770 1.8592
C: 3.2134 0.7787 1.7926
C: 4.1877 0.4570 0.6549
S: 3.4253 -0.1138 -0.8985
C: 3.5859 -1.9302 -0.8035
C: 2.2636 -2.6827 -0.8373
N: 1.2870 -2.2464 0.1815
H: 0.6703 -2.6570 2.1173
H: 2.0962 -3.5684 1.6408
H: 3.5378 -1.6877 1.9703
H: 2.4498 -1.6708 3.3268
H: 1.4276 0.1693 2.5407
H: 3.7816 0.8039 2.7267
H: 2.7896 1.7703 1.6381
H: 4.9196 -0.2995 0.9336
H: 4.7545 1.3520 0.4041
H: 4.1696 -2.1608 0.0837
H: 4.1796 -2.2370 -1.6625
H: 2.4829 -3.7496 -0.7351
H: 1.7973 -2.5383 -1.8120
H: 0.4202 -2.7235 -0.0495
O: -0.7157 0.6124 1.5986
O: -1.1860 -0.6902 1.0905
O: -1.5357 0.7744 -1.3707
Cl: -0.9028 -0.1345 -2.3447
O: 0.4664 0.3847 -2.5050
O: -1.6129 -0.2354 -3.5531
O: -0.7341 -1.4039 -1.6383
C: -2.9947 -1.2313 3.0461
P: -2.7994 -0.7730 1.3587
C: -3.5851 0.7832 1.0890
C: -3.3286 -2.0095 0.2516
C: -2.8151 -3.3041 0.4004
C: -3.1115 -4.2615 -0.5519
C: -3.9133 -3.9282 -1.6413
C: -4.4286 -2.6462 -1.7823
C: -4.1345 -1.6758 -0.8374
H: -2.4943 -2.1787 3.2438
H: -4.0611 -1.3323 3.2630
H: -2.5642 -0.4450 3.6671
H: -4.6655 0.6171 1.1258
H: -3.3067 1.2006 0.1254
H: -3.2931 1.4554 1.8926
H: -2.2047 -3.5678 1.2571
H: -2.7316 -5.2688 -0.4442
H: -4.1428 -4.6806 -2.3852
H: -5.0574 -2.4008 -2.6283
H: -4.5303 -0.6740 -0.9563
C: 0.7248 6.5638 -2.1637
C: 0.8291 5.1844 -1.5829
C: 0.0041 4.7598 -0.5461
C: 0.1322 3.4831 -0.0495
N: 1.0338 2.6017 -0.5092
C: 1.8400 3.0151 -1.5036
C: 1.7695 4.2702 -2.0580
H: -0.1317 7.1060 -1.7701
H: 0.6411 6.5168 -3.2497
H: 1.6267 7.1348 -1.9348
H: -0.7406 5.4237 -0.1256
H: -0.5000 3.1460 0.7639
H: 2.5644 2.3013 -1.8732
H: 2.4469 4.5367 -2.8598

Values from the calculation:
frontier orbital gap (alpha / beta)	9.686 / 9.684	eV
HOMO level (alpha / beta)	-14.97 / -14.96	eV
net charge	+2
spin multiplicity	4
E_tot	-3157.47242	a.u.
energy above the lowest of the compared OMol25 structures with the same formula, charge and spin	86.8	kJ/mol

Here are the Mulliken charges for atoms 1 to 5, given in e: atom 1 (Nd): 0.521, atom 2 (C): -0.610, atom 3 (C): -0.937, atom 4 (N): 0.030, atom 5 (C): -0.775

Entry from the OMol25 dataset: 3 unconnected molecules or ions with the total composition C4H10O4 in a non-equilibrium geometry (ωB97M-V with the def2-TZVPD basis set).

CARTESIAN COORDINATES (ANGSTROEM)
O: 1.8604 -1.6233 -0.7872
C: 1.2550 -0.6540 -1.1190
C: 0.5107 0.2669 -0.1646
C: -0.0967 -0.6628 0.9058
C: -0.7423 0.0385 2.0864
O: -0.2655 1.0855 2.4369
H: 1.1411 -0.3830 -2.1787
H: 1.1797 1.0327 0.2234
H: -0.2892 0.8771 -0.5932
H: 0.6206 -1.3795 1.3344
H: -0.9442 -1.1757 0.4415
H: -1.7490 -0.2524 2.4144
H: 0.1824 -2.5695 4.9402
H: -1.2447 -2.5912 4.7473
O: -0.4683 -2.4664 4.2184
H: 0.3968 3.1817 -6.3180
H: -0.8298 3.9550 -5.9698
O: -0.5170 3.3204 -6.6180

Values from the calculation:
frontier orbital gap (alpha / beta)	7.280 / 3.692	eV
HOMO level (alpha / beta)	-13.36 / -13.36	eV
net charge	+1
spin multiplicity	2
E_tot	-458.96626	a.u.
energy above the lowest of the compared OMol25 structures with the same formula, charge and spin	75.7	kJ/mol

Here are the Mulliken charges for atoms 1 to 5, given in e: atom 1 (O): -0.400, atom 2 (C): -0.004, atom 3 (C): -0.648, atom 4 (C): -0.414, atom 5 (C): 0.204

Entry from the OMol25 dataset: a single C3H4N2OS molecule in a non-equilibrium geometry (ωB97M-V with the def2-TZVPD basis set).

CARTESIAN COORDINATES (ANGSTROEM)
C: -0.5134 -0.1088 -0.0162
C: 0.6174 -0.8744 0.1146
C: 1.7053 0.0653 0.1080
H: -1.9328 -1.4441 -0.3685
H: -2.4361 0.3272 -0.3623
H: 0.7134 -1.9658 0.2011
H: -0.6556 1.9609 0.5531
N: -1.8167 -0.4287 -0.0427
N: -0.2158 1.2510 -0.0772
O: 1.1925 1.3289 -0.0282
S: 3.3417 -0.1114 -0.0817

Values from the calculation:
frontier orbital gap	8.303	eV
HOMO level	-7.98	eV
net charge	0
spin multiplicity	1
SMILES string	Nc1cc(=S)o[nH]1
E_tot	-699.58664	a.u.
energy above the lowest of the compared OMol25 structures with the same formula, charge and spin	224.5	kJ/mol

Here are the Mulliken charges for atoms 1 to 5, given in e: atom 1 (C): 0.436, atom 2 (C): -0.438, atom 3 (C): 0.101, atom 4 (H): 0.275, atom 5 (H): 0.254

Entry from the OMol25 dataset: 11 unconnected molecules or ions with the total composition C4H32NO10 in a non-equilibrium geometry (ωB97M-V with the def2-TZVPD basis set).

CARTESIAN COORDINATES (ANGSTROEM)
C: 2.2869 -1.9441 0.3666
C: 2.0125 -0.5062 -0.0227
C: 0.4901 -0.2682 -0.2390
C: 0.0180 0.4374 -1.5730
N: 2.3578 0.5138 1.0798
H: 3.3681 -2.0955 0.3255
H: 1.7705 -2.6014 -0.3368
H: 1.9211 -2.1565 1.3785
H: 2.6134 -0.1782 -0.8657
H: -0.0314 -1.2030 -0.1083
H: 0.0840 0.3925 0.5172
H: -0.8707 0.9503 -1.2160
H: 0.7589 1.1567 -1.8868
H: -0.3458 -0.3287 -2.2661
H: 2.4954 1.4471 0.6557
H: 1.5594 0.5087 1.7524
H: 3.2315 0.2223 1.5191
H: 0.1927 -0.6235 3.4073
H: 0.0200 0.8771 3.0625
O: 0.6957 0.1940 3.3042
H: -3.4249 0.0129 -1.5823
H: -3.8314 -0.8153 -2.8031
O: -3.0640 -0.5640 -2.2753
H: 4.0769 1.5268 -2.5682
H: 2.9641 0.7902 -3.2406
O: 3.1302 1.3576 -2.4587
H: -0.5130 -3.5129 3.3032
H: -1.0620 -2.2171 2.5680
O: -0.2799 -2.7217 2.8132
H: -2.6308 -1.7988 -0.9349
H: -2.4553 -2.9087 0.1112
O: -2.2398 -1.9834 -0.0565
H: 1.9703 -0.8081 -4.5410
H: 0.7101 -0.4979 -3.9553
O: 1.4930 -0.0108 -4.2520
H: 2.2878 2.8219 -1.1406
H: 2.2820 3.9380 0.0043
O: 2.6110 3.0787 -0.2676
H: -1.7416 2.3595 3.0464
H: -1.9450 1.3013 2.0469
O: -1.2123 1.8001 2.4595
H: -3.5713 2.4979 -0.3092
H: -4.3786 1.3387 0.3940
O: -3.7910 1.5630 -0.3299
H: -4.0271 -0.2544 2.1217
H: -2.8916 -0.8099 1.1022
O: -3.0943 -0.2782 1.8897

Values from the calculation:
frontier orbital gap	11.387	eV
HOMO level	-13.79	eV
net charge	+1
spin multiplicity	1
E_tot	-978.56570	a.u.
energy above the lowest of the compared OMol25 structures with the same formula, charge and spin	0.0	kJ/mol

Here are the Mulliken charges for atoms 1 to 5, given in e: atom 1 (C): -1.525, atom 2 (C): 0.255, atom 3 (C): -0.023, atom 4 (C): -1.059, atom 5 (N): -0.058

Entry from the OMol25 dataset: 4 unconnected molecules or ions with the total composition C20H19F25N2O6PS in a non-equilibrium geometry (ωB97M-V with the def2-TZVPD basis set).

CARTESIAN COORDINATES (ANGSTROEM)
O: -1.1514 4.6681 0.9157
C: -1.7747 3.7160 0.5554
F: -1.9241 3.4311 -0.7526
C: -2.5033 2.7282 1.4736
C: -1.4618 1.9448 2.2377
N: -1.6828 1.4301 3.4069
C: -0.5109 0.8021 3.8397
C: 0.3491 0.9958 2.8593
P: 2.1003 0.3786 2.9756
O: 2.5664 -0.4214 1.6700
O: 2.2122 -0.6170 4.2271
S: 3.1644 1.9688 3.1716
N: -0.2350 1.7000 1.8318
H: -3.1673 2.0953 0.8817
H: -3.0397 3.3438 2.2001
H: -2.5501 1.4732 3.9232
H: -0.3375 0.2968 4.7725
H: 2.6346 0.2388 0.9630
H: 1.8011 -0.1248 4.9555
H: 0.1860 1.9729 0.9554
C: -2.3265 -1.5507 -1.5220
C: -1.8898 -1.1098 -0.1102
C: -0.8394 -1.9635 0.6072
F: -1.2241 -3.2270 0.7936
F: -0.6009 -1.4411 1.8516
F: -2.9867 -0.9502 0.6642
F: -1.3380 0.1445 -0.2472
O: -3.5197 -2.3093 -1.6567
C: -3.5108 -3.6874 -1.4690
C: -4.3206 -4.1257 -0.2437
F: -3.8896 -3.5105 0.8785
F: -4.1836 -5.4529 -0.0602
F: -2.2470 -4.1449 -1.4541
F: -4.0906 -4.2134 -2.5651
H: -2.5552 -0.6254 -2.0520
H: -1.5022 -1.9994 -2.0773
H: 0.1055 -1.9651 0.0560
H: -5.3783 -3.8894 -0.3798
C: -5.6956 0.4244 -4.8346
C: -4.3772 0.4184 -5.6340
C: -4.4578 0.1598 -7.1417
F: -5.0026 -1.0308 -7.4402
F: -3.2072 0.1647 -7.6617
F: -3.5133 -0.4426 -5.0430
F: -3.8359 1.6613 -5.4857
O: -6.0792 -0.7619 -4.1415
C: -6.7525 -1.7850 -4.7983
C: -5.9195 -3.0664 -4.9074
F: -4.7372 -2.8439 -5.5126
F: -6.5825 -3.9864 -5.6413
F: -7.2076 -1.3575 -5.9878
F: -7.8402 -2.0628 -4.0491
H: -5.5342 1.1442 -4.0325
H: -6.5222 0.8296 -5.4184
H: -5.0345 0.9458 -7.6377
H: -5.7213 -3.4795 -3.9193
C: 6.9645 1.2612 3.8074
C: 7.1005 1.4796 2.2859
C: 8.0912 0.5878 1.5308
F: 9.3518 0.7116 1.9734
F: 8.0963 0.9353 0.2200
F: 7.3502 2.7843 2.0520
F: 5.8677 1.2250 1.7489
O: 7.6910 2.1126 4.6906
C: 9.0180 1.8471 4.9998
C: 9.9744 2.9167 4.4602
F: 9.8417 3.0758 3.1302
F: 11.2511 2.5484 4.7025
F: 9.3521 0.6037 4.6102
F: 9.1036 1.8598 6.3459
H: 5.9244 1.4935 4.0333
H: 7.0872 0.2115 4.0766
H: 7.7952 -0.4633 1.6006
H: 9.7815 3.8780 4.9413

Values from the calculation:
frontier orbital gap	8.964	eV
HOMO level	-12.24	eV
net charge	+1
spin multiplicity	1
E_tot	-4570.50879	a.u.

Here are the Mulliken charges for atoms 1 to 5, given in e: atom 1 (O): -0.437, atom 2 (C): 0.412, atom 3 (F): -0.205, atom 4 (C): -0.368, atom 5 (C): -0.053